# C45H56O7S2

A 6-piece molecular cluster, C45H56O7S2 overall (ωB97M-V with the def2-TZVPD basis set, OMol25).

Structure (XYZ):
```
110
Properties=species:S:1:pos:R:3:forces:R:3
C -5.043881 -2.071084 -3.662192 0.22 -0.07 -0.08
C -4.154120 -1.288363 -3.838917 -0.37 0.87 0.11
C -3.218932 -0.129418 -3.855233 -0.41 -1.79 0.22
O -2.527133 -0.078308 -5.115674 0.95 -0.21 0.59
S -1.233020 -1.028114 -5.214065 1.92 -1.30 -1.66
O -0.606171 -0.746653 -6.458747 -0.07 1.40 -0.50
O -1.514873 -2.418683 -5.079335 -1.20 -0.10 1.24
C -0.094332 -0.503294 -3.916587 -1.25 0.60 0.67
C -0.870759 0.351827 -2.865966 0.75 -0.46 0.31
O -0.912635 1.725143 -3.177596 -0.27 -0.48 -0.31
C 0.331691 2.365332 -3.004934 0.28 1.22 0.20
C 0.668497 2.696615 -1.538953 0.40 -0.34 0.04
O 1.648208 3.727720 -1.481725 -0.07 -0.23 -0.33
C 2.935240 3.232158 -1.194485 1.03 -0.31 0.70
C 3.201257 3.015282 0.305423 -0.05 0.10 0.13
C -2.283659 -0.218587 -2.610323 0.08 1.13 1.14
S -2.131596 -1.940581 -1.945136 0.31 -0.40 -0.18
C -2.990317 0.592951 -1.474730 0.01 -0.41 0.27
O -2.052009 1.065724 -0.529726 -0.04 0.26 -0.51
C -2.578416 2.093214 0.294860 -0.24 -0.14 0.62
C -3.256500 1.538359 1.560620 0.35 1.00 -0.35
O -2.311697 1.275571 2.574853 -0.54 -0.69 0.20
C -1.726631 -0.020393 2.453381 0.25 0.13 0.26
C -1.230396 -0.529228 3.818107 -0.22 0.14 -0.82
H -5.765625 -2.830226 -3.483647 -0.06 -0.05 -0.09
H -3.825271 0.774079 -3.806378 0.31 0.10 -0.13
H 0.722813 0.022116 -4.407912 -0.26 0.14 -0.02
H 0.307928 -1.365894 -3.385769 -0.28 -0.25 -0.47
H -0.344240 0.221088 -1.910101 -0.07 0.07 -0.16
H 0.267468 3.319650 -3.538922 -0.09 -0.17 0.04
H 1.185666 1.829714 -3.443733 -0.29 -0.16 -0.04
H 1.111754 1.803788 -1.075629 -0.47 0.08 0.25
H -0.207535 3.023951 -0.974265 0.02 -0.14 -0.23
H 3.142395 2.272432 -1.695915 -0.21 0.21 -0.19
H 3.696417 3.931736 -1.555081 -0.44 0.16 -0.18
H 4.279979 3.015494 0.502073 -0.13 -0.13 -0.15
H 2.802695 2.064025 0.675056 -0.04 0.17 -0.06
H 2.780218 3.826786 0.908954 -0.05 -0.08 -0.20
H -1.450509 -1.679695 -0.799826 -0.20 0.45 -0.40
H -3.588934 1.428297 -1.864112 0.22 -0.06 -0.07
H -3.644100 -0.127275 -0.961964 -0.32 0.34 -0.28
H -3.301633 2.746745 -0.217955 0.16 -0.31 -0.32
H -1.729613 2.723171 0.582887 -0.14 -0.13 0.15
H -3.870513 0.660225 1.318072 0.09 0.05 0.06
H -3.921441 2.330711 1.929013 0.08 -0.21 0.11
H -2.478458 -0.736855 2.086932 0.14 0.19 -0.20
H -0.915338 0.055790 1.716194 -0.06 -0.24 0.11
H -2.013900 -1.160863 4.244189 0.26 0.08 0.26
H -0.334516 -1.127131 3.628622 -0.11 -0.02 0.38
H -1.007250 0.303266 4.488394 0.06 -0.11 -0.10
C -8.258351 1.772666 -0.040827 0.01 -0.01 0.00
C -7.933346 1.427564 1.264365 0.00 0.02 0.00
C -7.080105 0.360012 1.508916 0.02 -0.01 0.00
C -6.554839 -0.365029 0.447485 0.02 0.00 0.01
C -6.886528 -0.025294 -0.857467 0.05 -0.03 -0.04
C -7.737088 1.044277 -1.102103 0.01 0.03 0.02
H -8.918886 2.609135 -0.231112 0.00 -0.02 0.01
H -8.345136 1.991569 2.091831 0.01 0.00 -0.01
H -6.824369 0.093018 2.527264 -0.01 0.01 -0.01
H -5.886589 -1.197421 0.637000 -0.02 -0.01 -0.02
H -6.480442 -0.594603 -1.685194 0.01 0.02 0.01
H -7.994008 1.310519 -2.119814 0.00 -0.01 0.01
C 7.403232 1.697125 -0.314555 0.00 -0.01 0.01
C 6.928164 1.872429 -1.606934 -0.05 0.04 0.00
C 6.537553 0.772350 -2.359148 -0.02 0.00 0.02
C 6.626390 -0.504088 -1.820087 0.00 0.00 -0.01
C 7.109978 -0.680029 -0.530567 -0.01 -0.01 0.01
C 7.496934 0.420129 0.222678 -0.01 0.00 0.00
H 7.701461 2.555725 0.274035 0.01 -0.01 -0.02
H 6.861354 2.868010 -2.028674 0.02 -0.01 0.00
H 6.163547 0.909808 -3.366732 0.00 0.00 0.01
H 6.319865 -1.361854 -2.405556 0.01 0.01 0.00
H 7.184778 -1.675766 -0.111849 0.00 0.01 0.00
H 7.871941 0.282695 1.229051 0.00 0.00 -0.01
C -5.451079 -2.858069 4.748966 0.01 -0.01 0.01
C -4.842828 -2.086151 5.730410 0.02 0.02 -0.02
C -4.476962 -2.662421 6.939867 0.01 -0.05 0.01
C -4.723302 -4.010672 7.169308 0.00 0.04 -0.04
C -5.340021 -4.780033 6.190695 0.03 0.01 0.01
C -5.702406 -4.204343 4.980343 0.01 0.01 -0.01
H -5.730922 -2.410055 3.803169 -0.01 0.00 0.01
H -4.653056 -1.034565 5.552458 0.01 -0.01 0.00
H -3.999678 -2.061642 7.703762 0.00 0.00 -0.01
H -4.435690 -4.461009 8.111089 -0.01 0.01 0.00
H -5.537165 -5.829143 6.371487 0.01 0.01 -0.01
H -6.181021 -4.804524 4.216836 0.01 0.00 0.01
C 8.798552 3.706469 -5.270228 0.01 0.00 0.02
C 9.676969 4.691548 -5.700838 -0.01 0.01 -0.01
C 10.989559 4.696853 -5.249385 0.00 0.00 0.01
C 11.423049 3.719186 -4.363842 -0.01 0.01 0.00
C 10.542376 2.739276 -3.926641 0.02 -0.01 0.01
C 9.230742 2.731814 -4.380747 -0.02 0.00 -0.04
H 7.776109 3.698758 -5.627493 0.01 0.01 0.00
H 9.338360 5.455482 -6.389567 0.01 -0.01 0.00
H 11.675500 5.463293 -5.587732 -0.01 -0.01 0.00
H 12.447612 3.721870 -4.013612 -0.01 0.00 0.00
H 10.878285 1.979773 -3.231559 -0.01 0.00 -0.01
H 8.545150 1.966321 -4.041181 0.03 -0.01 0.01
C 0.246795 -5.542828 5.488090 0.00 0.02 -0.01
C -1.000495 -4.988895 5.745436 0.03 -0.02 0.01
C -1.707017 -4.365872 4.726471 -0.10 0.04 0.05
C -1.164810 -4.293158 3.451982 0.02 0.02 -0.05
C 0.085927 -4.837833 3.194818 0.01 0.00 -0.02
C 0.791427 -5.464800 4.213034 0.00 0.00 0.02
H 0.795296 -6.034689 6.281683 0.00 0.01 -0.01
H -1.423077 -5.043409 6.741195 -0.01 0.00 -0.02
H -2.682047 -3.936564 4.926548 0.01 -0.01 0.01
H -1.719108 -3.808315 2.657001 0.00 0.00 0.00
H 0.511151 -4.774576 2.200603 -0.01 -0.02 0.01
H 1.766039 -5.892341 4.013468 -0.01 0.00 0.00
```
Forces are in eV/Å.

Output
SMILES: C#C[C@@H]1OS(=O)(=O)C[C@@H](OCCOCC)[C@@]1(S)COCCOCC.c1ccccc1.c1ccccc1.c1ccccc1.c1ccccc1.c1ccccc1
HOMO-LUMO gap: 9.6 eV
2S+1: 1

These are the Löwdin partial charges, in e, on atoms 1 to 4: 0.14 -0.11 -0.30 -0.16

=====

# C45H57F5MnN3OSbSi

C45H57F5MnN3OSbSi as an isolated structure (ωB97M-V with the def2-TZVPD basis set, OMol25).

Structure (XYZ):
```
114
Properties=species:S:1:pos:R:3:forces:R:3
Mn 0.962446 0.232085 -0.354079 -1.31 0.69 0.44
C 4.104164 -0.995494 -3.516104 0.51 -0.20 0.40
C 5.165355 -1.358275 -2.685569 -0.59 0.14 -0.60
C 4.976201 -1.321139 -1.324633 -0.46 0.19 0.69
C 3.739178 -0.918635 -0.802219 -0.09 0.13 -2.11
N 2.714939 -0.538238 -1.620145 1.27 -0.32 0.49
C 2.917573 -0.585980 -2.935252 -0.19 0.14 -0.11
C 3.428613 -0.934040 0.609214 -1.45 0.06 1.51
C 4.387295 -0.995780 1.614069 -0.05 0.00 0.05
C 3.982716 -1.092400 2.936134 -0.53 -0.05 -0.31
C 2.621725 -1.150321 3.223154 0.34 -0.06 0.00
C 1.699603 -1.044717 2.194031 1.15 0.18 -1.24
N 2.085953 -0.894229 0.894827 2.24 -1.30 1.76
C 0.264334 -1.014865 2.398865 -1.90 0.13 -0.04
C -0.356299 -1.409027 3.589829 0.62 0.09 -0.37
C -1.706653 -1.196670 3.756940 -0.48 0.21 -0.43
C -2.424901 -0.599099 2.722655 0.37 -0.14 0.38
C -1.757668 -0.324532 1.538004 0.01 0.09 -0.08
N -0.464309 -0.544647 1.357167 0.53 -0.30 0.90
H 4.201015 -1.023060 -4.589683 -0.03 0.03 -0.08
H 6.105846 -1.682361 -3.103099 0.10 0.00 -0.02
H 5.774018 -1.606556 -0.658826 0.06 -0.09 0.08
H 2.098893 -0.262816 -3.564397 -0.09 0.03 0.13
H 5.438553 -0.943532 1.370393 -0.01 -0.03 -0.02
H 4.707577 -1.132620 3.732467 0.09 0.02 0.08
H 2.291741 -1.257852 4.244548 -0.05 0.08 0.04
H 0.225218 -1.867691 4.373077 0.05 -0.01 0.12
H -2.196256 -1.489323 4.674601 -0.03 0.02 0.05
H -3.474522 -0.373365 2.820587 -0.11 -0.01 -0.01
H -2.278196 0.091460 0.685312 -0.04 0.04 -0.04
F 1.182843 1.731542 -2.516707 0.40 0.63 -0.40
C 0.055703 1.111117 -1.986281 -0.61 0.06 -1.15
F -0.283841 0.204868 -3.010722 -0.17 0.02 -0.24
C -1.045055 2.175499 -2.064616 -0.02 0.02 -0.07
F -2.100429 1.808456 -1.309879 -0.15 -0.21 0.19
F -1.528843 2.353504 -3.306539 0.00 0.02 -0.28
F -0.637290 3.368674 -1.645909 0.21 0.02 0.10
C 3.698573 2.917602 1.800823 -0.28 0.03 0.03
C 2.694348 3.833150 1.097549 -0.43 0.24 0.24
C 3.000268 5.282305 1.455411 -0.01 -0.13 0.01
C 2.856175 3.646511 -0.409089 -0.20 -0.28 0.12
Si 0.919604 3.204380 1.565121 0.25 0.38 -0.01
O 0.862692 1.818386 0.799537 -0.07 -0.75 0.23
C 0.694922 3.076301 3.464407 0.20 -0.01 -0.58
C -0.089367 2.051560 3.979241 0.06 -0.08 -0.08
C -0.339830 1.932141 5.333130 -0.07 -0.10 0.11
C 0.197727 2.849227 6.217968 0.01 0.04 0.09
C 0.950657 3.900898 5.726385 0.08 0.11 0.14
C 1.183740 4.013887 4.367059 0.09 0.09 -0.06
C -0.647116 4.191644 1.102171 0.72 -0.05 0.17
C -0.699821 5.523172 0.716228 0.01 0.01 -0.03
C -1.906084 6.123684 0.395659 -0.06 0.25 -0.07
C -3.088595 5.411277 0.485538 -0.07 0.06 -0.06
C -3.055514 4.082163 0.872753 -0.09 -0.04 0.04
C -1.845605 3.486395 1.171736 0.00 0.02 0.10
H 4.714286 3.150927 1.478944 0.18 0.06 -0.05
H 3.495105 1.874299 1.557678 0.01 -0.14 0.01
H 3.644805 3.031380 2.881659 0.06 -0.03 0.19
H 3.991357 5.550401 1.087870 0.18 0.12 -0.03
H 2.994815 5.432875 2.531515 0.03 0.14 0.11
H 2.281195 5.960627 1.004578 -0.02 0.17 -0.03
H 3.856261 3.938977 -0.731126 0.18 0.11 -0.01
H 2.128120 4.241070 -0.954130 -0.10 0.05 -0.24
H 2.704036 2.596368 -0.673985 0.02 0.19 -0.11
H -0.517520 1.341038 3.294624 -0.12 -0.21 -0.14
H -0.958400 1.126721 5.701648 -0.08 -0.13 0.04
H 0.025419 2.754458 7.279421 -0.05 0.00 0.12
H 1.359933 4.637508 6.403963 0.01 0.05 0.06
H 1.747130 4.859517 4.002778 0.11 0.09 0.03
H 0.208128 6.104471 0.651770 0.08 0.09 -0.05
H -1.919573 7.152054 0.061186 -0.03 0.09 0.04
H -4.032732 5.884830 0.253728 -0.03 0.04 -0.06
H -3.974222 3.512439 0.925917 -0.04 -0.04 0.03
H -1.825470 2.444721 1.453804 -0.01 -0.19 0.04
C -1.395860 -4.579102 -4.143299 -0.02 0.09 0.10
C -0.514210 -3.487566 -3.559985 -0.41 0.28 0.52
C 0.785609 -4.093439 -3.051466 -0.15 0.14 0.16
C -0.197913 -2.473994 -4.646887 -0.08 0.08 0.20
Sb -1.403942 -2.328793 -1.776246 -0.43 -0.67 -0.17
C -1.764341 -4.002348 -0.213279 -0.02 0.33 -0.69
C -2.194509 -5.348870 -0.767351 0.05 0.13 -0.01
C -2.815943 -3.528095 0.779080 0.08 0.13 -0.24
C -0.422522 -4.140977 0.493959 -0.02 0.21 -0.20
C -3.498228 -1.705104 -2.531172 0.70 -0.40 0.23
C -4.245697 -2.849800 -3.188323 0.12 0.01 0.11
C -4.294385 -1.171810 -1.351743 0.19 -0.13 0.06
C -3.307236 -0.569076 -3.520291 0.21 -0.05 0.12
H -0.798257 -5.205652 -4.808993 0.09 -0.10 -0.13
H -2.204531 -4.159000 -4.732859 -0.10 -0.01 -0.05
H -1.822722 -5.217027 -3.378599 -0.09 -0.16 0.04
H 1.366928 -4.475754 -3.892028 0.08 -0.08 -0.15
H 0.596915 -4.924271 -2.375810 0.04 -0.11 0.13
H 1.393996 -3.350571 -2.535078 0.13 0.03 0.10
H 0.326527 -2.962713 -5.470455 0.07 -0.13 -0.12
H 0.432778 -1.677452 -4.266764 0.07 0.18 -0.04
H -1.107034 -2.032397 -5.047623 -0.01 0.10 -0.10
H -3.091013 -5.259404 -1.377051 -0.08 -0.09 -0.08
H -2.424355 -6.023358 0.060673 -0.02 -0.16 0.12
H -1.407634 -5.809752 -1.357687 0.06 -0.10 -0.13
H -3.817807 -3.683385 0.385246 -0.13 0.06 -0.01
H -2.690317 -2.476842 1.020986 -0.12 -0.01 0.07
H -2.735584 -4.095398 1.709034 0.02 -0.12 0.13
H 0.329309 -4.560078 -0.171645 0.15 -0.01 -0.03
H -0.515201 -4.805185 1.355802 -0.04 -0.12 0.13
H -0.061607 -3.175260 0.847633 0.07 0.01 0.06
H -4.228846 -3.747692 -2.576683 -0.07 -0.19 0.03
H -3.825694 -3.079617 -4.161808 0.00 -0.10 -0.11
H -5.288070 -2.562630 -3.334582 -0.20 0.04 -0.07
H -4.581279 -1.960810 -0.663871 -0.05 -0.06 0.15
H -5.206850 -0.703567 -1.724383 -0.16 0.07 -0.05
H -3.734595 -0.411483 -0.810858 -0.01 0.11 0.08
H -2.615071 -0.820942 -4.316450 0.08 0.02 -0.16
H -2.942421 0.318199 -3.018144 0.10 0.15 -0.04
H -4.265077 -0.318286 -3.975685 -0.24 0.01 -0.07
```
Forces are in eV/Å.

Output
<S²>: 8.77
HOMO-LUMO gap (alpha / beta): 5.8 / 6.5 eV
2S+1: 6

These are the Löwdin partial charges, in e, on atoms 1 to 4: 0.80 -0.03 -0.04 0.00

=====

no.,energy (eV)
1,-83571.0305
2,-113433.5603